No. 1
C9H13NO | wB97M-V/def2-TZVPD

Summary:
Relative energy (zero: lowest compared OMol25 entry of this formula, charge and spin) = 41.42 kcal/mol
E_tot = -13080.27544 eV
Lowest unoccupied orbital energy = 0.843 eV
Highest occupied orbital energy = -8.44 eV
SMILES string = CN(C)C=O.c1ccccc1
Orbital gap = 9.29 eV

Each line ends with the Mulliken charge.
Geometry (Å):
C 1.815 0.749 3.581  -0.97
N 1.035 0.431 2.407  0.10
C -0.211 1.140 2.217  -0.89
C 1.444 -0.501 1.506  0.03
O 0.842 -0.827 0.492  -0.60
H 2.105 1.813 3.581  0.33
H 1.242 0.539 4.500  0.35
H 2.732 0.135 3.590  0.29
H -0.684 0.788 1.285  0.30
H -0.904 0.955 3.055  0.32
H -0.039 2.226 2.136  0.33
H 2.422 -0.957 1.795  0.43
C 2.109 1.920 0.740  -0.52
C 1.794 3.087 1.437  -0.51
C 2.659 3.566 2.422  -0.61
C 3.838 2.878 2.710  -0.31
C 4.152 1.710 2.013  -0.58
C 3.288 1.231 1.028  -0.25
H 1.428 1.543 -0.035  0.41
H 0.867 3.629 1.210  0.69
H 2.412 4.485 2.970  0.34
H 4.519 3.254 3.485  0.35
H 5.080 1.168 2.240  0.37
H 3.535 0.313 0.480  0.60

---

No. 2
C9H14S | wB97M-V/def2-TZVPD

Summary:
Relative energy (zero: lowest compared OMol25 entry of this formula, charge and spin) = 42.65 kcal/mol
E_tot = -20393.43665 eV
Lowest unoccupied orbital energy = 0.871 eV
Highest occupied orbital energy = -8.82 eV
Orbital gap = 9.69 eV

Each line ends with the Mulliken charge.
Geometry (Å):
C 1.305 -2.409 -0.540  -1.38
C 0.939 -0.079 0.128  -0.64
C 1.611 -0.882 -0.730  0.80
C 1.189 1.275 0.129  -0.29
C 2.094 1.899 -0.790  -0.58
C 2.580 -0.333 -1.582  -0.52
C 2.729 1.049 -1.745  -0.44
H 0.394 -0.544 0.870  0.62
H 0.691 1.942 0.875  0.28
H 0.501 -2.675 -1.136  0.36
H 0.778 -2.600 0.454  0.29
H 2.217 2.941 -0.901  0.41
H 3.086 -1.023 -2.306  0.27
H 3.313 1.571 -2.467  0.39
H 2.143 -3.035 -0.698  0.40
C -2.296 0.044 0.825  -0.13
C -2.836 0.717 2.052  -1.18
S -4.029 -0.247 0.158  -0.29
H -1.538 0.548 0.300  0.33
H -1.850 -0.897 1.078  0.12
H -2.141 0.510 2.838  0.33
H -4.221 0.006 -1.120  0.10
H -3.829 0.426 2.468  0.43
H -2.829 1.795 1.842  0.30

---

No. 3
C5H8NO3 | wB97M-V/def2-TZVPD

Summary:
Relative energy (zero: lowest compared OMol25 entry of this formula, charge and spin) = 43.07 kcal/mol
E_tot = -12933.08559 eV
Lowest unoccupied orbital energy (alpha / beta) = -3.256 / -8.013 eV
Highest occupied orbital energy (alpha / beta) = -10.43 / -16.54 eV
Multiplicity = 3
<S²> = 2.006
Net charge = +1
Orbital gap (alpha / beta) = 7.17 / 8.53 eV

Each line ends with the Mulliken spin population.
Geometry (Å):
C 0.008 -0.133 -0.416  0.69
C -3.014 -1.674 0.306  0.00
C 1.142 1.707 -0.259  0.03
C -0.382 1.226 -0.825  0.07
C 1.803 -0.511 1.079  0.02
N 1.089 0.345 0.163  0.69
O -3.445 -2.133 -0.716  0.00
O -2.752 -1.133 1.322  0.00
O -0.195 -1.221 -0.750  0.24
H 1.633 1.758 -1.183  0.05
H 1.420 2.538 0.384  0.02
H -1.202 1.780 -0.334  0.03
H -0.562 1.338 -1.866  0.03
H 1.000 -1.007 1.673  0.06
H 2.584 -0.292 1.735  0.01
H 2.070 -1.443 0.542  0.07
H -1.198 -1.145 -0.856  -0.01

---

No. 4
C24H45F5OP2ReTe | wB97M-V/def2-TZVPD

Summary:
E_tot = -69236.10891 eV
Lowest unoccupied orbital energy (alpha / beta) = -8.260 / -10.417 eV
Highest occupied orbital energy (alpha / beta) = -14.32 / -14.31 eV
Multiplicity = 4
<S²> = 3.807
Net charge = +2
Orbital gap (alpha / beta) = 6.06 / 3.89 eV

Each line ends with the Mulliken spin population.
Geometry (Å):
Re -0.540 -0.189 -1.311  0.78
C -1.942 1.730 0.328  0.09
C -2.370 0.832 -0.761  0.06
C -2.161 -0.355 1.257  0.03
C -1.908 1.000 1.526  0.20
C -2.480 -0.518 -0.140  0.34
C -1.868 3.205 0.218  0.00
H -1.543 3.502 -0.785  0.00
H -1.153 3.620 0.934  0.00
H -2.834 3.702 0.410  -0.01
C -1.692 1.575 2.884  0.03
H -1.534 2.660 2.852  0.00
H -0.825 1.102 3.377  -0.01
H -2.561 1.384 3.536  0.01
C -2.337 -1.432 2.255  0.01
H -3.398 -1.705 2.397  0.00
H -1.938 -1.156 3.238  0.00
H -1.813 -2.338 1.919  0.00
C -3.294 -1.645 -0.686  -0.02
H -4.305 -1.327 -0.986  0.01
H -3.399 -2.431 0.068  0.00
H -2.818 -2.089 -1.561  0.01
C -3.241 1.360 -1.864  -0.06
H -4.175 1.766 -1.443  0.03
H -3.505 0.578 -2.581  0.00
H -2.730 2.184 -2.377  0.01
C 1.293 0.575 -1.822  0.22
C 0.176 1.477 -2.145  0.01
C -0.293 1.670 -3.579  0.04
C -1.185 0.510 -4.070  0.03
C -1.294 -0.624 -3.070  0.10
C -0.114 -1.468 -2.812  -0.13
C 1.169 -1.207 -3.610  0.04
C 2.032 -0.108 -2.957  0.02
H 0.585 1.818 -4.226  0.00
H -0.807 0.124 -5.022  0.00
H -0.836 2.629 -3.631  0.00
H 2.376 0.633 -3.700  0.01
H 1.949 0.918 -1.012  0.03
H 0.181 2.378 -1.522  0.00
H 2.949 -0.559 -2.552  0.00
H 1.740 -2.145 -3.671  -0.01
H -0.328 -2.532 -2.662  -0.01
H 0.906 -0.919 -4.638  0.01
H -2.182 0.923 -4.251  0.00
H -2.216 -1.190 -3.136  0.01
P 1.538 2.068 1.256  0.57
C 1.491 3.013 2.803  0.06
H 2.334 3.708 2.792  0.03
H 1.544 2.344 3.670  -0.01
H 0.548 3.572 2.835  0.00
C 3.083 1.117 1.442  0.07
H 3.919 1.808 1.579  0.03
H 3.243 0.510 0.548  -0.01
H 2.998 0.437 2.298  -0.01
C 2.058 3.400 0.106  0.08
H 2.264 3.008 -0.893  -0.01
H 2.950 3.884 0.513  0.03
H 1.246 4.129 0.015  0.00
P 1.311 -2.765 0.200  0.01
C -0.048 -3.858 -0.214  0.01
H 0.328 -4.798 -0.636  0.00
H -0.730 -3.389 -0.931  0.00
H -0.595 -4.049 0.718  0.00
C 2.681 -2.924 -0.945  0.00
H 2.382 -2.757 -1.986  0.00
H 3.109 -3.937 -0.863  0.00
H 3.463 -2.202 -0.670  0.00
C 1.939 -3.283 1.774  0.00
H 2.436 -4.260 1.669  0.00
H 1.112 -3.368 2.487  0.00
H 2.637 -2.535 2.158  0.00
F 1.747 -1.440 6.069  0.00
Te 0.833 -0.760 4.579  0.00
F 2.593 -1.050 3.622  0.00
F 0.300 -2.659 4.222  0.00
F -0.705 -0.564 5.799  0.00
F 1.541 1.010 5.170  0.00
O 0.715 -1.330 0.201  0.24

---

No. 5
C4H8N2S | wB97M-V/def2-TZVPD

Summary:
Relative energy (zero: lowest compared OMol25 entry of this formula, charge and spin) = 38.58 kcal/mol
E_tot = -18092.06922 eV
Lowest unoccupied orbital energy = 0.982 eV
Highest occupied orbital energy = -8.78 eV
SMILES string = S/N=C1\CCNC1
Orbital gap = 9.77 eV

Each line ends with the Mulliken charge.
Geometry (Å):
S -2.436 -0.240 0.000  -0.19
N -1.075 0.846 0.015  -0.63
C 0.094 0.368 0.022  0.39
C 0.440 -1.112 -0.083  -0.55
C 1.944 -1.008 0.199  -0.58
N 2.283 0.287 -0.370  -0.40
C 1.339 1.242 0.130  -0.31
H -3.292 0.819 -0.146  0.17
H 0.274 -1.452 -1.133  0.30
H -0.068 -1.799 0.610  0.46
H 2.213 -1.066 1.301  0.27
H 2.530 -1.834 -0.285  0.30
H 3.220 0.574 -0.189  0.23
H 1.265 2.186 -0.459  0.32
H 1.482 1.545 1.183  0.23

---

No. 6
C32H77NO7 | wB97M-V/def2-TZVPD

Summary:
E_tot = -50249.67533 eV
Lowest unoccupied orbital energy = 0.753 eV
Highest occupied orbital energy = -9.26 eV
SMILES string = CCCC#N.CCOCC.CCOCC.CCOCC.CCOCC.CCOCC.CCOCC.CCOCC
Orbital gap = 10.02 eV

Each line ends with the Mulliken charge.
Geometry (Å):
C 0.965 -2.000 2.595  -0.11
C 0.093 -3.141 2.078  -0.36
C 0.529 -3.864 0.751  -0.34
C 0.652 -2.932 -0.337  0.25
N 0.629 -2.236 -1.229  -0.46
H 0.812 -1.092 1.974  -0.15
H 2.000 -2.376 2.469  -0.17
H 0.790 -1.819 3.662  0.34
H -0.937 -2.705 2.089  0.03
H 0.081 -3.964 2.811  0.35
H -0.343 -4.488 0.503  0.33
H 1.447 -4.450 0.888  0.24
C 5.482 -3.410 2.225  -1.01
C 5.808 -3.277 0.747  -0.38
O 4.716 -3.907 -0.001  -0.29
C 5.073 -3.869 -1.380  -0.27
C 3.894 -4.338 -2.180  -0.87
H 5.325 -4.464 2.452  0.30
H 6.264 -2.911 2.795  0.39
H 4.492 -2.994 2.401  0.04
H 6.141 -2.299 0.458  0.38
H 6.690 -3.943 0.567  0.43
H 5.163 -2.854 -1.664  0.20
H 6.012 -4.506 -1.488  0.32
H 3.512 -5.198 -1.694  0.32
H 4.146 -4.633 -3.211  0.37
H 3.083 -3.585 -2.100  0.05
C -1.834 -0.701 5.573  -0.90
C -2.970 -0.243 4.730  -0.06
O -3.249 -1.199 3.695  -0.37
C -3.863 -0.725 2.494  0.07
C -3.724 -1.626 1.288  -0.98
H -0.937 -0.766 4.897  0.00
H -1.616 0.062 6.333  0.39
H -2.072 -1.713 5.966  0.33
H -3.896 -0.155 5.315  0.26
H -2.771 0.721 4.282  0.16
H -4.869 -0.458 2.777  0.39
H -3.291 0.199 2.346  0.01
H -4.448 -1.278 0.529  0.41
H -4.127 -2.661 1.559  0.31
H -2.679 -1.609 0.884  0.05
C -0.110 1.185 0.030  -0.18
C -0.638 2.557 -0.260  0.14
O -1.088 2.512 -1.551  -0.31
C -1.545 3.736 -2.038  -0.15
C -2.057 3.368 -3.478  -1.27
H 0.602 0.802 -0.751  -0.29
H 0.284 1.115 1.041  0.44
H -0.970 0.493 0.057  0.04
H -1.468 2.910 0.376  -0.36
H 0.159 3.247 -0.265  0.33
H -2.327 4.156 -1.361  0.25
H -0.718 4.437 -2.038  0.39
H -2.500 4.190 -4.063  0.37
H -2.897 2.692 -3.288  0.28
H -1.278 2.727 -3.931  0.27
C 3.817 -0.065 -0.274  -1.00
C 3.118 0.147 -1.601  0.28
O 3.013 1.441 -2.040  -0.43
C 2.348 1.485 -3.294  -0.07
C 1.974 2.863 -3.686  -1.02
H 4.881 0.182 -0.366  0.36
H 3.384 0.426 0.583  0.34
H 3.784 -1.136 0.035  0.03
H 3.685 -0.382 -2.397  0.30
H 2.152 -0.384 -1.608  -0.05
H 3.053 1.079 -4.086  0.37
H 1.430 0.873 -3.477  0.22
H 1.520 2.783 -4.692  0.37
H 2.832 3.556 -3.831  0.34
H 1.200 3.351 -3.064  0.01
C 1.564 4.530 2.682  -0.90
C 0.944 5.424 3.787  -0.39
O -0.133 4.617 4.181  -0.15
C -0.805 5.113 5.333  -0.41
C -1.825 4.039 5.678  -0.75
H 0.747 4.450 1.873  0.04
H 2.478 4.970 2.254  0.43
H 1.820 3.545 3.003  0.28
H 1.710 5.617 4.566  0.29
H 0.552 6.362 3.482  0.34
H -0.234 5.306 6.270  0.29
H -1.275 6.040 5.040  0.31
H -2.609 3.899 4.911  -0.05
H -2.384 4.057 6.609  0.48
H -1.332 3.040 5.713  0.20
C -4.270 3.832 2.173  -0.92
C -5.262 3.382 1.048  -0.52
O -4.833 3.952 -0.151  -0.29
C -5.592 3.416 -1.221  -0.21
C -5.603 4.326 -2.427  -1.25
H -4.703 3.629 3.155  0.39
H -3.258 3.419 2.000  0.04
H -4.095 4.900 2.014  0.32
H -5.388 2.292 1.043  0.38
H -6.284 3.713 1.199  0.39
H -5.134 2.499 -1.574  0.23
H -6.633 3.207 -0.841  0.42
H -4.612 4.563 -2.786  0.18
H -6.180 5.193 -2.168  0.39
H -6.180 3.733 -3.116  0.39
C 0.758 -3.286 -6.333  -1.09
C 1.185 -4.095 -5.123  0.17
O 0.854 -5.417 -5.281  -0.35
C 1.408 -6.289 -4.345  0.30
C 1.207 -7.653 -4.844  -1.32
H -0.317 -3.606 -6.574  0.27
H 0.711 -2.140 -6.170  0.28
H 1.393 -3.524 -7.197  0.29
H 2.262 -3.978 -4.861  0.09
H 0.738 -3.759 -4.185  0.19
H 2.452 -6.040 -4.144  0.05
H 0.922 -6.186 -3.339  0.17
H 0.100 -7.889 -4.910  0.28
H 1.626 -8.376 -4.130  0.39
H 1.700 -7.757 -5.830  0.30

---

No. 7
C6H17NO | wB97M-V/def2-TZVPD

Summary:
Relative energy (zero: lowest compared OMol25 entry of this formula, charge and spin) = 11.75 kcal/mol
E_tot = -10035.07282 eV
Lowest unoccupied orbital energy = 0.646 eV
Highest occupied orbital energy = -9.16 eV
SMILES string = CCCCCCN.O
Orbital gap = 9.81 eV

Each line ends with the Mulliken charge.
Geometry (Å):
C 1.490 -2.216 -1.048  -1.05
C 0.188 -1.489 -1.434  -0.53
C -0.412 -0.694 -0.271  -0.47
C 0.278 0.662 -0.033  -0.66
C -0.469 1.794 -0.750  -0.55
C -1.829 2.144 -0.142  -0.71
N -1.841 2.347 1.304  -0.63
H 1.672 -3.041 -1.744  0.35
H 1.464 -2.568 -0.032  0.24
H 2.350 -1.593 -1.311  0.32
H -0.558 -2.143 -1.875  0.37
H 0.433 -0.754 -2.209  0.23
H -0.295 -1.280 0.641  0.29
H -1.497 -0.626 -0.431  0.26
H 0.328 0.819 1.049  0.36
H 1.338 0.609 -0.309  0.36
H -0.522 1.596 -1.822  0.29
H 0.141 2.708 -0.651  0.29
H -2.189 3.099 -0.550  0.34
H -2.604 1.405 -0.392  0.36
H -1.675 1.471 1.789  0.28
H -1.071 2.970 1.540  0.25
O 1.459 -1.702 2.688  -0.59
H 1.471 -1.751 3.652  0.29
H 2.351 -1.769 2.340  0.31

---

No. 8
C7H12N3O2S | wB97M-V/def2-TZVPD

Summary:
Relative energy (zero: lowest compared OMol25 entry of this formula, charge and spin) = 11.07 kcal/mol
E_tot = -26846.20552 eV
Lowest unoccupied orbital energy = -5.477 eV
Highest occupied orbital energy = -13.02 eV
Net charge = +1
Orbital gap = 7.54 eV

Each line ends with the Mulliken charge.
Geometry (Å):
C -0.574 -0.778 1.568  0.82
C 0.021 0.977 0.054  0.81
C -1.223 -2.483 -2.099  0.73
C -0.920 -1.713 0.505  -0.37
C -0.548 -1.216 2.983  -1.43
C 1.856 2.166 1.107  -0.91
C 1.232 2.601 -1.234  -0.93
N -0.156 0.402 1.290  -0.38
N -1.817 -2.231 -3.245  -0.35
N 0.961 1.914 0.005  0.08
O -0.659 0.712 -0.979  -0.72
O -0.435 -3.291 -1.749  -0.47
S -1.751 -1.141 -0.786  0.05
H -0.478 -2.699 0.454  0.49
H 0.408 -1.698 3.194  0.32
H -1.337 -1.929 3.199  0.41
H -0.632 -0.349 3.632  0.39
H 2.812 1.663 0.945  0.31
H 2.036 3.237 1.184  0.33
H 1.401 1.808 2.027  0.35
H 1.446 3.648 -1.023  0.32
H 2.089 2.163 -1.749  0.33
H 0.356 2.538 -1.880  0.31
H -1.603 -2.818 -4.042  0.27
H -2.482 -1.481 -3.361  0.22

---

- What is the E_tot in the seventh record?
  -10035.07282 eV

---

- Look up the E_tot of the second one.
  -20393.43665 eV

---

- Which value of E_tot does entry 3 give?
  -12933.08559 eV